Arrangement a

This record from OMol25 describes one molecule with the formula C6H11P. The level of theory is the ωB97M-V functional and the def2-TZVPD basis.

```
! RIJCOSX wB97M-V def2-TZVPD def2/J DEFGRID3
* xyz 0 1
P 1.262 0.234 -2.008
C 1.309 -0.462 0.851
C -0.099 0.142 -0.825
C -1.305 -0.651 0.704
C 0.018 0.242 0.687
C 0.162 1.572 1.387
C -1.122 -0.991 -0.833
H -2.056 0.004 0.897
H -1.283 -1.540 1.276
H -2.093 -0.827 -1.390
H -0.026 1.465 2.388
H 1.059 1.996 1.285
H 2.181 0.210 0.820
H -0.474 2.272 0.805
H 0.397 0.842 -3.164
H 1.624 -1.511 0.752
H 1.088 -0.992 -2.439
H -0.642 -2.006 -1.192
*
```

The calculation puts the frontier orbital gap (spin up / spin down) at 8.03 / 7.98 eV. For the HOMO energy (spin up / spin down), the calculation gives -0.2889 / -0.2919 Eh.


Arrangement b

This record from OMol25 describes one molecule with the formula C6H11P. The level of theory is the ωB97M-V functional and the def2-TZVPD basis.

```
! RIJCOSX wB97M-V def2-TZVPD def2/J DEFGRID3
* xyz 0 1
P 1.502 -0.623 -0.229
C 2.680 0.804 -0.653
C -1.782 -0.166 -1.316
C -1.315 -0.412 0.118
C -2.089 -1.096 0.989
C 0.979 -0.078 1.544
C -0.025 0.199 0.334
H 3.207 0.612 -1.658
H 0.053 1.251 -0.228
H 3.234 0.877 0.196
H -2.526 0.642 -1.561
H -1.929 -1.252 2.007
H -0.984 0.035 -1.908
H -2.993 -1.571 0.658
H 1.621 0.767 1.891
H -2.290 -1.064 -1.759
H 0.713 -0.644 2.376
H 1.945 1.719 -0.800
*
```

The SMILES is C=C(C)[C@H]1CP1C. The calculation puts the frontier orbital gap at 9.68 eV. For the HOMO energy, the calculation gives -0.3155 Eh.


Energies relative to the most stable structure are arrangement a 66.1; arrangement b 0.0, reported in kcal/mol.


Arrangement a

This record from OMol25 describes a 11-piece molecular cluster, C17H56N10O11 overall. The level of theory is the ωB97M-V functional and the def2-TZVPD basis.

```
! RIJCOSX wB97M-V def2-TZVPD def2/J DEFGRID3
* xyz 0 1
O -4.883 -8.594 19.619
O -6.851 -12.998 15.172
O -3.104 -10.555 21.686
O -7.034 -16.790 19.016
O -9.299 -8.485 14.589
O -1.980 -10.020 18.823
O -5.697 -9.079 15.505
O -3.639 -13.484 15.133
O -4.559 -16.692 19.917
O -9.331 -9.616 20.116
O -4.725 -11.668 19.616
N -3.701 -14.735 18.718
N -8.226 -10.364 15.411
N -5.970 -10.647 17.919
N -8.766 -10.615 18.039
N -5.548 -12.806 17.679
N -7.941 -15.077 14.643
N -10.547 -9.446 18.178
N -10.496 -10.358 15.365
N -4.765 -14.362 20.541
N -5.776 -15.060 15.360
C -1.880 -9.358 17.582
C -9.262 -15.841 19.134
C -3.361 -11.803 22.339
C -9.356 -9.737 15.161
C -6.163 -7.744 15.530
C -6.021 -8.227 20.421
C -3.785 -12.117 15.373
C -6.992 -7.559 16.841
C -4.684 -11.965 22.990
C -6.862 -14.406 15.063
C -2.849 -11.417 14.395
C -4.250 -15.271 19.776
C -7.810 -15.686 19.414
C -0.748 -9.905 16.716
C -6.417 -9.293 21.364
C -5.426 -11.743 18.405
C -9.521 -9.850 18.815
H -3.285 -12.668 21.629
H -8.206 -11.362 15.531
H -1.934 -8.304 17.709
H -6.084 -16.690 19.182
H -4.820 -11.247 23.857
H -4.815 -11.816 15.234
H -7.665 -15.690 20.516
H -2.803 -10.406 14.614
H -11.160 -8.944 18.738
H -6.715 -10.202 20.810
H -5.866 -7.242 20.962
H -3.130 -11.527 13.341
H -1.780 -11.674 14.419
H -6.367 -10.585 16.989
H -2.807 -9.803 19.273
H -5.778 -9.844 18.396
H -3.255 -13.843 18.790
H -6.879 -8.196 19.831
H -7.272 -8.929 21.926
H -4.778 -13.003 23.344
H -7.739 -8.281 17.024
H -10.589 -11.306 15.765
H -4.889 -14.472 15.479
H -4.959 -13.611 18.066
H -2.806 -9.497 17.104
H -7.845 -16.047 14.267
H -7.860 -10.952 18.419
H -4.835 -13.371 20.394
H -8.794 -10.503 16.980
H -3.387 -11.895 16.377
H -9.668 -16.774 19.429
H -3.323 -15.423 18.055
H -6.340 -7.394 17.730
H -5.434 -11.823 22.214
H -7.406 -14.767 18.974
H 0.182 -9.878 17.226
H -3.639 -10.641 20.909
H -9.901 -15.094 19.587
H -7.277 -9.862 15.240
H -2.578 -12.015 22.996
H -5.625 -9.569 22.009
H -8.725 -14.486 14.379
H -5.926 -12.910 16.708
H -4.740 -9.035 15.541
H -6.720 -7.562 14.574
H -5.221 -14.764 21.357
H -5.292 -7.112 15.470
H -7.565 -6.640 16.946
H -0.980 -10.874 16.466
H -5.696 -16.066 15.401
H -2.772 -13.649 15.534
H -11.354 -9.898 15.063
H -9.491 -15.835 18.167
H -4.054 -8.072 19.885
H -10.741 -9.491 17.186
H -0.674 -9.356 15.785
*
```

The SMILES is NC(N)=O.NC(N)=O.NC(N)=O.NC(N)=O.NC(N)=O.CCO.CCO.CCO.CCO.CCO.CCO. The calculation puts the frontier orbital gap at 8.92 eV. For the HOMO energy, the calculation gives -0.3316 Eh.


Arrangement b

This record from OMol25 describes a 11-piece molecular cluster, C17H56N10O11 overall. The level of theory is the ωB97M-V functional and the def2-TZVPD basis.

```
! RIJCOSX wB97M-V def2-TZVPD def2/J DEFGRID3
* xyz 0 1
O 14.706 -28.460 -19.091
O 12.678 -26.920 -20.475
O 15.248 -25.545 -18.984
O 7.758 -25.422 -16.208
O 9.914 -24.755 -18.440
O 9.600 -28.009 -17.288
O 12.024 -20.490 -18.373
O 12.132 -23.418 -15.548
O 8.457 -24.114 -20.742
O 11.942 -27.453 -16.036
O 12.555 -22.439 -20.801
N 14.239 -22.504 -19.048
N 14.266 -26.640 -17.117
N 11.305 -25.100 -21.184
N 13.966 -24.548 -17.327
N 6.587 -22.754 -21.210
N 8.048 -22.006 -19.917
N 14.540 -23.770 -20.754
N 10.502 -21.614 -16.947
N 13.135 -25.602 -22.406
N 10.549 -22.279 -18.998
C 11.032 -21.430 -18.111
C 12.843 -26.471 -14.163
C 10.279 -29.459 -18.985
C 12.363 -25.880 -21.365
C 10.454 -26.415 -14.818
C 11.793 -23.129 -14.231
C 13.515 -29.286 -18.860
C 13.721 -22.915 -20.204
C 7.725 -22.994 -20.632
C 11.196 -25.182 -18.214
C 9.007 -30.215 -17.045
C 6.375 -27.243 -16.430
C 9.286 -28.998 -17.955
C 6.707 -25.793 -16.824
C 6.907 -25.897 -18.336
C 11.731 -27.211 -14.798
C 14.434 -25.598 -17.883
H 13.922 -26.159 -22.656
H 11.082 -30.098 -18.557
H 12.838 -24.787 -22.965
H 10.809 -25.012 -20.261
H 13.633 -27.103 -13.867
H 11.180 -22.227 -19.808
H 14.037 -23.770 -17.989
H 13.405 -26.792 -16.632
H 10.756 -22.806 -14.173
H 11.133 -27.842 -16.360
H 10.345 -25.915 -13.858
H 13.799 -30.162 -18.297
H 10.990 -24.416 -21.864
H 10.785 -28.621 -19.336
H 12.310 -22.312 -13.746
H 6.069 -26.375 -18.798
H 11.808 -23.949 -13.491
H 14.954 -24.411 -20.030
H 14.685 -27.511 -17.472
H 7.737 -24.470 -16.084
H 6.037 -21.933 -20.937
H 7.737 -26.570 -18.691
H 12.818 -28.710 -18.181
H 8.197 -30.852 -17.440
H 13.284 -25.740 -14.841
H 5.442 -27.696 -16.726
H 7.473 -21.117 -19.971
H 11.644 -28.123 -14.298
H 9.804 -29.891 -19.802
H 9.100 -22.017 -19.589
H 9.638 -27.075 -14.890
H 6.062 -23.492 -21.701
H 12.560 -25.970 -13.213
H 15.299 -22.661 -18.883
H 12.961 -29.585 -19.747
H 11.374 -26.244 -18.372
H 9.911 -30.675 -16.849
H 9.359 -25.325 -17.930
H 8.608 -29.931 -16.104
H 13.781 -21.695 -18.674
H 14.461 -27.756 -19.667
H 7.026 -24.921 -18.786
H 9.578 -22.077 -16.801
H 8.852 -27.476 -17.060
H 11.912 -24.668 -18.859
H 10.266 -23.256 -18.667
H 14.052 -24.207 -21.606
H 6.398 -27.244 -15.349
H 8.376 -28.776 -18.477
H 13.313 -24.539 -16.546
H 11.506 -25.047 -17.186
H 10.415 -25.567 -15.484
H 10.552 -20.883 -16.216
H 11.709 -22.745 -16.085
H 7.228 -27.921 -16.595
H 5.878 -25.065 -16.585
*
```

The SMILES is NC(N)=O.NC(N)=O.NC(N)=O.NC(N)=O.NC(N)=O.CC(C)O.CC(C)O.CC(C)O.CO.CO.CO. The calculation puts the frontier orbital gap at 8.36 eV. For the HOMO energy, the calculation gives -0.3209 Eh.


Energies relative to the most stable structure are arrangement a 0.0; arrangement b 53.4, reported in kcal/mol.


Arrangement a

This record from OMol25 describes a 2-piece molecular cluster, C10H13O3 overall. The level of theory is the ωB97M-V functional and the def2-TZVPD basis.

```
! RIJCOSX wB97M-V def2-TZVPD def2/J DEFGRID3
* xyz -2 2
O -3.795 -0.592 -0.157
O -1.911 0.446 0.491
O 0.079 2.000 1.011
C 0.859 0.967 0.944
C 2.376 -1.367 0.880
C 2.031 -0.833 -0.387
C -2.229 1.207 -2.421
C 2.072 -0.643 1.987
C 1.130 0.205 -0.248
C 3.056 -2.679 0.969
C -3.272 1.396 -1.363
C 1.479 0.609 2.102
C -2.907 0.304 -0.203
H 2.406 -3.342 1.407
H -2.305 2.115 -3.081
H -0.940 1.742 0.849
H 3.372 -2.955 -0.162
H -3.234 2.433 -1.037
H -4.304 1.254 -1.581
H -1.208 1.061 -1.985
H 4.046 -2.595 1.329
H 0.547 0.462 -1.122
H 2.083 -1.269 2.965
H 1.170 1.155 3.021
H -2.567 0.286 -2.907
H 1.964 -1.366 -1.301
*
```

The calculation puts the frontier orbital gap (spin up / spin down) at 2.14 / 7.49 eV. As for the expectation value of S²: 0.751. For the HOMO energy (spin up / spin down), the calculation gives 0.1307 / -0.0671 Eh.


Arrangement b

This record from OMol25 describes a 2-piece molecular cluster, C10H13O3 overall. The level of theory is the ωB97M-V functional and the def2-TZVPD basis.

```
! RIJCOSX wB97M-V def2-TZVPD def2/J DEFGRID3
* xyz -2 2
O 0.618 3.359 -0.759
O -0.863 -1.696 -1.932
O -0.086 1.310 -1.342
C 1.028 -1.110 -0.567
C -1.728 3.032 -0.815
C -0.267 2.508 -1.047
C -0.153 -1.776 -0.734
C 1.890 -1.397 0.541
C -0.546 -2.777 0.206
C 2.219 -2.438 2.750
C -2.148 4.284 -1.595
C 0.295 -3.141 1.277
C 1.432 -2.374 1.481
H 1.550 -3.049 3.406
H 0.048 -4.038 1.827
H -2.463 3.925 -2.575
H -1.796 2.883 0.286
H 2.315 -1.460 3.273
H -1.092 -0.761 -2.020
H -1.372 -3.444 0.000
H -1.290 4.953 -1.731
H -2.363 2.176 -1.130
H 2.795 -0.824 0.644
H 3.279 -2.672 2.697
H -2.693 4.888 -0.887
H 1.393 -0.360 -1.258
*
```

The calculation puts the frontier orbital gap (spin up / spin down) at 2.01 / 6.21 eV. As for the expectation value of S²: 0.758. For the HOMO energy (spin up / spin down), the calculation gives 0.1441 / -0.0108 Eh.


Energies relative to the most stable structure are arrangement a 3.7; arrangement b 0.0, reported in kcal/mol.


Arrangement a

This record from OMol25 describes an isolated ion of composition C5H7N2 and charge +1. The level of theory is the ωB97M-V functional and the def2-TZVPD basis.

```
! RIJCOSX wB97M-V def2-TZVPD def2/J DEFGRID3
* xyz 1 1
N -0.160 0.605 1.649
N 0.970 -0.056 1.399
C 2.075 0.075 0.414
C -0.472 -0.250 -0.413
C -1.134 -0.566 -1.701
C -1.072 0.388 0.707
C 0.821 -0.496 -0.020
H -0.687 -1.444 -2.162
H 2.379 1.038 0.006
H -1.015 0.266 -2.395
H 2.895 -0.571 0.712
H -0.322 0.992 2.577
H -2.081 0.754 0.789
H -2.198 -0.735 -1.561
*
```

The SMILES is Cc1c[nH][n+]2c1C2. The calculation puts the frontier orbital gap at 9.88 eV. For the HOMO energy, the calculation gives -0.5501 Eh.


Arrangement b

This record from OMol25 describes a 2-piece molecular cluster, C5H7N2 overall. The level of theory is the ωB97M-V functional and the def2-TZVPD basis.

```
! RIJCOSX wB97M-V def2-TZVPD def2/J DEFGRID3
* xyz 1 1
N -0.825 -0.430 -0.068
N 1.463 1.196 0.097
C 2.687 1.002 0.103
C -1.890 0.087 0.034
C 0.239 -1.087 0.007
C -3.043 0.923 -0.090
C 1.231 -1.950 -0.134
H 2.283 -1.732 -0.529
H 3.386 1.758 0.217
H -3.284 0.834 -1.063
H 3.239 -0.048 0.168
H 1.160 -2.918 0.280
H -3.950 0.525 0.633
H -2.696 1.840 0.345
*
```

The calculation puts the frontier orbital gap (spin up / spin down) at 7.88 / 8.03 eV. For the HOMO energy (spin up / spin down), the calculation gives -0.4993 / -0.4843 Eh.


Arrangement c

This record from OMol25 describes an isolated ion of composition C5H7N2 and charge +1. The level of theory is the ωB97M-V functional and the def2-TZVPD basis.

```
! RIJCOSX wB97M-V def2-TZVPD def2/J DEFGRID3
* xyz 1 1
N 0.230 1.343 -1.117
N 0.847 0.959 0.869
C 0.263 -0.017 -1.026
C 0.749 -0.225 0.309
C 0.415 1.936 0.044
C -0.896 -0.634 -0.171
C -0.027 -1.333 0.952
H -0.279 -1.127 2.023
H 0.541 -0.475 -1.982
H 0.746 1.016 1.955
H -1.455 -1.335 -0.779
H -1.397 0.243 0.050
H 0.138 -2.334 0.759
H 0.125 1.981 -1.887
*
```

The calculation puts the frontier orbital gap at 8.81 eV. For the HOMO energy, the calculation gives -0.5011 Eh.


Energies relative to the most stable structure are arrangement a 0.0; arrangement b 81.6; arrangement c 9.2, reported in kcal/mol.